This record from the OMol25 dataset describes a structure of composition C37H32AsN5O8PRuS at a distorted geometry. The level of theory is ωB97M-V/def2-TZVPD.

Computed properties:
Gap between HOMO and LUMO (alpha / beta): 0.290 / 0.214 Ha
HOMO (alpha / beta): -7.79 / -7.80 eV
Total charge: 0
Maximum force: 2.1 eV Å⁻¹
Spin multiplicity: 6
Calculated total energy: -5375.04174 Eh
LUMO energy (alpha / beta): 0.003 / -0.073 Eh

Geometry (Å):
Ru 0.071 0.215 -0.203
O 1.867 -0.746 -3.502
C 0.821 -0.379 -3.030
O 0.640 0.690 -2.272
C -0.472 -1.176 -3.286
P -1.599 -0.653 -1.952
C -2.812 -1.966 -1.664
C -3.535 -1.925 -0.470
C -4.456 -2.923 -0.184
C -4.654 -3.967 -1.078
C -3.937 -4.009 -2.267
C -3.014 -3.015 -2.559
C -2.551 0.693 -2.732
C -2.208 2.024 -2.514
C -2.894 3.038 -3.166
C -3.929 2.729 -4.037
C -4.283 1.404 -4.252
C -3.598 0.388 -3.601
H -0.263 -2.242 -3.288
H -0.873 -0.892 -4.259
H -3.370 -1.105 0.222
H -5.018 -2.886 0.741
H -5.365 -4.751 -0.849
H -4.101 -4.814 -2.973
H -2.455 -3.060 -3.486
H -1.389 2.269 -1.852
H -2.620 4.071 -2.993
H -4.460 3.521 -4.551
H -5.096 1.160 -4.924
H -3.883 -0.644 -3.766
O -3.714 2.574 1.232
As -2.112 1.965 1.656
O -2.092 1.717 3.264
O -1.895 0.618 0.640
C -1.084 3.387 0.803
C -1.786 4.332 0.058
C -1.104 5.317 -0.642
C 0.282 5.368 -0.632
C 1.002 4.442 0.101
C 0.318 3.458 0.809
S 1.271 2.436 1.886
O 1.534 3.136 3.092
O 2.592 2.225 1.148
O 0.548 1.163 1.976
H -4.270 2.381 2.000
H -2.865 4.282 0.033
H -1.664 6.057 -1.201
H 0.803 6.136 -1.187
H 2.083 4.474 0.142
N -0.876 -1.667 2.420
C -0.651 -2.482 1.364
C -1.181 -3.790 1.341
C -0.863 -4.628 0.310
C 0.007 -4.193 -0.703
C 0.476 -2.915 -0.627
N 0.142 -2.058 0.364
H -1.644 -1.871 3.033
H -0.597 -0.694 2.399
H -1.832 -4.107 2.147
H -1.267 -5.632 0.286
H 0.300 -4.840 -1.517
H 1.168 -2.522 -1.367
N 7.258 -0.575 0.715
C 8.559 -0.125 0.653
C 9.780 -0.711 0.975
C 10.909 0.065 0.794
C 10.822 1.381 0.310
C 9.605 1.953 -0.008
C 8.454 1.184 0.165
N 7.125 1.509 -0.058
C 6.450 0.444 0.277
C 4.981 0.329 0.257
C 4.254 1.298 -0.332
C 2.802 1.289 -0.167
N 2.223 0.026 0.061
C 2.985 -0.912 0.676
C 4.319 -0.796 0.850
H 6.956 -1.488 1.000
H 9.846 -1.725 1.353
H 11.881 -0.349 1.030
H 11.732 1.955 0.187
H 9.532 2.968 -0.378
H 4.729 2.141 -0.815
H 2.276 1.799 -0.970
H 2.476 -1.821 0.972
H 4.854 -1.593 1.347

natural (NBO) population analysis, charges in e, atoms 1 to 8: 1.593 -0.590 0.793 -0.797 -0.865 1.017 -0.399 -0.192